# 1
DFT (wB97M-V/def2-TZVPD) results for a 2-piece molecular cluster, C17H28Cl2F2O2 overall at a distorted geometry.

Calculated values
- Maximum force: 0.0357 hartree/bohr
- Electronic energy: -52655.51048 eV
- LUMO energy: 0.5984 eV

Last column: Mulliken charge in e.
Positions of all 51 atoms, in Å:
1 C 1.149 1.315 -3.090  -0.81
2 C 1.157 0.328 -4.027  -0.25
3 C 0.213 -0.853 -4.100  -1.29
4 C 0.254 -1.832 -2.934  1.18
5 F -0.685 -2.831 -3.193  -0.38
6 O -0.068 -1.163 -1.732  -0.04
7 C -1.359 -1.288 -1.246  0.49
8 O -1.516 -1.735 -0.153  -0.54
9 C -2.526 -0.774 -2.056  -1.05
10 C -2.648 0.757 -2.047  0.51
11 C -2.012 1.373 -0.818  -1.34
12 F -2.004 1.262 -3.174  -0.31
13 C 1.599 -2.539 -2.792  -0.19
14 Cl 2.835 -2.202 -3.957  -0.20
15 C 1.881 -3.434 -1.840  0.72
16 C 3.208 -4.130 -1.727  -1.38
17 Cl 0.729 -3.877 -0.646  -0.17
18 H 1.296 1.098 -2.035  0.30
19 H 1.037 2.357 -3.375  0.28
20 H 1.911 0.369 -4.812  0.44
21 H -0.789 -0.446 -4.207  0.31
22 H 0.412 -1.402 -5.020  0.52
23 H -2.533 -1.171 -3.069  0.36
24 H -3.408 -1.185 -1.569  0.44
25 H -3.706 1.018 -2.044  0.35
26 H -0.925 1.336 -0.919  0.16
27 H -2.294 2.417 -0.712  0.52
28 H -2.260 0.807 0.078  0.32
29 H 3.542 -4.530 -2.678  0.39
30 H 3.126 -4.925 -0.992  0.38
31 H 3.931 -3.411 -1.338  0.31
32 C 1.563 0.375 2.058  -0.95
33 C 1.043 0.241 3.488  -0.51
34 C -0.473 0.394 3.593  -0.70
35 C -1.014 1.756 3.157  -0.09
36 C -0.447 2.959 3.907  -0.54
37 C -0.761 2.946 5.400  -1.23
38 H 1.365 1.367 1.648  0.25
39 H 2.642 0.217 2.024  0.44
40 H 1.095 -0.365 1.403  0.12
41 H 1.545 0.967 4.133  0.27
42 H 1.317 -0.746 3.869  0.37
43 H -0.783 0.192 4.622  0.35
44 H -0.948 -0.380 2.981  0.32
45 H -2.103 1.748 3.276  0.42
46 H -0.831 1.887 2.086  -0.12
47 H -0.868 3.868 3.468  0.38
48 H 0.635 3.022 3.760  0.26
49 H -1.839 2.913 5.571  0.29
50 H -0.374 3.844 5.883  0.38
51 H -0.311 2.087 5.899  0.28

---

# 2
DFT (wB97M-V/def2-TZVPD) results for a 3-piece molecular cluster, C17H28FIN4O2P overall.

Calculated values
- Maximum force: 0.0109 hartree/bohr
- Electronic energy: -48239.18397 eV
- LUMO energy: -4.5598 eV
- Net charge: +1

Last column: Mulliken charge in e.
Positions of all 54 atoms, in Å:
1 C 0.492 -3.939 2.038  -1.24
2 C -0.500 -3.183 1.137  -0.32
3 C 0.155 -2.296 0.076  -0.56
4 C 0.947 -3.099 -0.943  -1.48
5 N 1.029 -1.268 0.746  1.26
6 N 2.319 -1.551 0.716  -0.78
7 C 3.193 -0.748 1.281  0.21
8 C 4.609 -1.233 1.226  -1.50
9 C 2.814 0.470 1.907  0.33
10 P 4.112 1.551 2.769  0.22
11 O 3.371 2.992 2.758  -0.46
12 O 5.193 1.644 1.556  -0.43
13 C 1.467 0.699 1.936  0.74
14 F 0.950 1.779 2.527  -0.31
15 C 0.542 -0.186 1.346  -0.10
16 I -1.471 0.262 1.430  0.32
17 H 1.532 -3.777 1.747  0.31
18 H 0.393 -3.633 3.079  0.34
19 H 0.323 -5.014 1.993  0.30
20 H -1.111 -3.892 0.574  0.52
21 H -1.200 -2.617 1.748  0.22
22 H -0.596 -1.733 -0.482  0.36
23 H 0.216 -3.673 -1.515  0.42
24 H 1.456 -2.453 -1.656  0.40
25 H 1.665 -3.774 -0.484  0.32
26 H 4.609 -2.315 1.112  0.42
27 H 5.132 -0.800 0.373  0.24
28 H 5.155 -0.973 2.132  0.50
29 H 3.117 3.348 1.897  0.34
30 H 4.984 2.244 0.829  0.33
31 C 2.113 1.664 -3.719  -1.20
32 C 0.811 1.906 -2.967  -0.66
33 C 0.324 0.659 -2.220  0.74
34 C 0.021 -0.461 -3.109  0.10
35 N -0.227 -1.340 -3.804  -0.50
36 H 1.994 0.889 -4.476  0.36
37 H 2.442 2.572 -4.222  0.37
38 H 2.909 1.351 -3.039  0.28
39 H 0.033 2.233 -3.658  0.33
40 H 0.940 2.705 -2.235  0.35
41 H -0.579 0.880 -1.646  0.08
42 H 1.092 0.330 -1.512  -0.23
43 C -5.906 3.198 0.884  -1.15
44 C -5.351 2.493 -0.347  -0.32
45 C -5.706 1.001 -0.389  -0.39
46 C -5.138 0.269 0.743  0.29
47 N -4.707 -0.288 1.651  -0.51
48 H -5.501 2.772 1.803  0.33
49 H -5.655 4.257 0.868  0.34
50 H -6.993 3.112 0.926  0.32
51 H -4.265 2.606 -0.387  0.22
52 H -5.748 2.953 -1.253  0.31
53 H -5.345 0.539 -1.309  0.29
54 H -6.789 0.867 -0.369  0.33

---

# 3
DFT (wB97M-V/def2-TZVPD) results for one molecule with the formula C17H28N2O2.

Calculated values
- ΔE to the lowest compared entry with this formula, charge and spin: 21.43 kcal per mole
- Maximum force: 0.0156 hartree/bohr
- Electronic energy: -25159.86125 eV
- LUMO energy: 0.4028 eV

Last column: Mulliken charge in e.
Positions of all 49 atoms, in Å:
1 C -7.507 -0.351 0.803  -1.18
2 C -6.691 -0.925 -0.350  -0.53
3 C -5.220 -1.148 0.002  -0.55
4 C -4.459 0.157 0.240  -0.93
5 C -2.964 -0.060 0.508  0.71
6 C -2.352 1.109 1.295  -0.96
7 C -2.413 2.458 0.587  -1.18
8 C -2.217 -0.315 -0.809  -1.48
9 N -0.815 -0.607 -0.612  -0.15
10 C 0.157 0.301 -0.928  0.30
11 O -0.092 1.337 -1.516  -0.68
12 C 1.511 -0.100 -0.535  -0.09
13 N 1.880 -1.412 -0.324  -0.04
14 C 3.180 -1.492 0.033  0.06
15 C 3.785 -2.829 0.275  -1.51
16 C 3.680 -0.192 0.096  0.27
17 C 5.015 0.282 0.458  1.00
18 C 6.062 -0.759 0.791  -1.36
19 O 5.293 1.463 0.495  -0.63
20 C 2.615 0.687 -0.279  0.80
21 C 2.676 2.165 -0.357  -1.44
22 H -7.415 -0.982 1.685  0.29
23 H -8.558 -0.298 0.529  0.37
24 H -7.174 0.651 1.058  0.30
25 H -6.757 -0.256 -1.210  0.31
26 H -7.126 -1.884 -0.644  0.34
27 H -4.751 -1.697 -0.817  0.29
28 H -5.157 -1.771 0.898  0.31
29 H -4.583 0.806 -0.628  0.39
30 H -4.893 0.664 1.103  0.35
31 H -2.859 -0.958 1.134  0.42
32 H -2.876 1.181 2.252  0.51
33 H -1.306 0.881 1.516  0.38
34 H -3.434 2.716 0.320  0.32
35 H -2.028 3.233 1.247  0.39
36 H -1.801 2.452 -0.310  0.26
37 H -2.676 -1.159 -1.335  0.30
38 H -2.263 0.564 -1.452  0.45
39 H -0.609 -1.331 0.058  0.34
40 H 1.300 -2.210 -0.529  0.33
41 H 4.623 -3.009 -0.396  0.33
42 H 3.042 -3.607 0.108  0.31
43 H 4.148 -2.919 1.298  0.30
44 H 6.995 -0.252 1.026  0.37
45 H 5.752 -1.348 1.650  0.32
46 H 6.220 -1.423 -0.054  0.32
47 H 2.922 2.584 0.618  0.31
48 H 3.468 2.468 -1.040  0.31
49 H 1.726 2.558 -0.704  0.36